327
Properties=species:S:1:pos:R:3 method="wB97M-V/def2-TZVPD" spin_multiplicity=1 homo_lumo_gap_ev=8.88 e_lumo_ev=0.60 e_homo_ev=-8.3 largest_force_ha_per_bohr=0.0758
H 4.000 -5.640 -1.192
H -1.976 6.550 -2.498
C -2.777 -4.091 3.933
C 5.370 0.315 6.155
O -7.914 3.829 1.931
H 6.966 -3.141 -5.156
H -0.536 6.356 -3.406
N 3.262 -0.659 5.979
H 4.801 -5.034 2.543
H 4.562 -4.016 -2.617
H -4.077 0.563 -1.104
H -1.092 -2.948 -5.105
C -3.270 0.692 -1.857
H 4.181 -5.159 4.912
C 4.391 -1.695 -8.050
H -0.118 -1.037 -3.111
H 1.414 -0.234 7.066
O 1.696 -4.592 7.071
O -1.763 8.459 1.479
H 3.299 -2.232 -4.198
O 4.982 -4.554 -10.792
C 1.839 6.907 -6.617
H 2.006 -4.304 2.999
H -3.699 -1.161 0.811
H 5.399 0.774 -2.434
H 8.056 -4.729 -1.825
H 9.447 -4.528 -3.866
H 0.668 -6.379 7.425
H 2.647 7.064 -9.784
H -3.281 4.001 -1.700
C 3.051 -4.047 2.925
H -1.965 -3.535 0.829
H -2.458 -3.132 3.550
H -0.720 7.605 3.010
H -5.433 4.904 3.690
H -3.943 3.034 5.298
H 4.996 -6.280 0.073
H 5.922 -1.444 2.420
C 2.519 0.644 -6.739
H 4.758 4.310 -3.230
H -2.048 -1.972 7.212
C -3.563 -0.274 -3.004
C 1.189 -0.188 0.409
H 8.244 -2.473 -6.269
H -1.709 -5.114 -4.217
O -2.488 8.627 5.440
O 0.862 -5.080 -3.253
H 1.463 1.015 -6.674
H -1.478 -5.344 7.984
H 0.960 1.609 -4.436
H 0.775 -1.225 0.211
C 1.781 5.735 -5.651
H 3.102 -8.289 -0.032
O -1.944 0.305 6.422
H -3.507 -1.886 8.169
H -6.764 0.890 -5.073
C 4.316 -0.392 6.927
H 0.278 8.630 1.907
C 4.026 -5.142 -11.536
C 3.019 3.962 -4.458
H -4.236 8.808 0.775
N 7.355 -2.842 -1.986
H -3.107 9.179 3.038
C 2.087 -5.050 -4.062
O -3.271 2.011 -2.385
H -0.169 6.346 -0.968
H -6.180 6.452 7.700
H 3.076 0.823 0.057
O 1.820 -6.178 4.644
H -0.009 -5.263 2.513
H 5.171 3.631 -4.819
C 5.581 1.804 -2.793
O 4.436 2.205 -3.477
H 0.801 7.109 -6.838
H -5.418 -6.378 -1.630
H -2.709 6.898 0.440
H 1.885 -5.542 -4.957
H -5.450 7.912 4.102
C -3.111 -0.109 7.097
C -3.095 -1.643 7.206
O -5.803 -4.007 -1.078
H 7.090 -4.425 -3.335
H 2.443 -2.395 -8.060
H 1.314 -0.111 1.520
N 3.874 -5.282 2.850
N -5.245 2.905 3.253
H -5.307 6.366 6.261
C -1.606 2.907 3.910
H -6.715 -2.193 -1.180
H 2.822 -3.519 0.831
H -3.987 -4.205 -0.090
O -5.315 4.617 7.302
C 1.957 -1.047 6.544
C 3.052 -6.898 4.481
C -3.974 4.747 7.609
O -7.150 -0.712 -6.247
N -4.900 -0.026 -3.443
H -2.016 1.227 6.113
H -5.318 -5.252 0.492
H 2.469 -2.242 1.921
H 3.756 -0.494 -3.806
H -1.554 2.695 1.362
C 4.348 2.430 6.218
H -1.697 4.655 5.179
C -1.788 9.640 6.146
C 1.098 -1.658 5.449
H -3.924 4.993 8.695
H 1.215 4.897 -6.177
C -0.556 7.903 1.948
N -0.160 -4.343 0.198
H -3.826 -6.638 -0.773
H 2.157 -1.858 7.289
H 2.929 -5.566 -3.486
C 2.524 3.867 0.883
H -7.709 5.323 3.401
H 2.259 -3.983 -4.121
C -1.401 -4.479 1.011
H 0.478 -7.286 3.521
H 0.390 -5.145 0.458
C -3.350 3.337 7.330
H 0.121 -1.907 5.839
H -2.077 1.911 3.871
H 2.539 -0.059 -1.326
H 7.339 -2.039 -2.552
C 6.095 -2.957 -1.244
H -4.876 7.412 1.651
O 4.429 -2.478 1.524
O -2.455 3.639 3.050
H -3.949 10.014 5.214
C 2.261 7.487 -8.881
H -3.266 -6.865 -3.394
N -3.118 2.970 5.898
O 2.576 -0.833 -6.657
H 5.069 -2.416 3.433
C -2.139 -2.977 -5.470
H 6.560 -2.692 -9.621
H 1.066 5.960 -4.842
O -1.960 -5.137 3.389
H 0.152 0.901 -0.992
H -0.161 -6.426 5.009
C -5.966 5.800 6.849
C -0.290 -0.768 3.815
H 1.903 -4.828 -1.374
C -4.110 8.177 1.613
H -2.334 0.396 -1.327
H 8.254 -4.089 -5.766
N -4.108 9.039 2.884
O 2.348 -6.480 0.727
C 3.167 3.355 2.197
H -2.149 -0.222 0.803
H -1.285 4.451 1.690
H 2.750 8.485 -8.622
H -5.640 4.612 1.950
H 0.411 2.530 -2.568
H -4.766 -0.626 -5.556
H 4.209 -3.360 -9.114
H 0.972 -5.350 8.805
H -2.152 9.774 7.213
C 2.901 -1.441 -7.893
C -0.743 -4.720 7.512
H -6.874 5.492 6.315
H 3.943 0.262 7.721
H -3.483 5.590 7.087
O 0.358 4.405 -1.696
H 4.225 3.075 2.131
H 3.859 3.162 5.555
H -0.793 9.274 6.282
H 9.942 -3.210 -2.696
C 9.156 -3.672 -3.379
C 2.583 -0.105 -0.237
C -4.489 -5.891 -1.312
H 3.705 5.239 -5.864
H -1.782 10.547 5.567
H 3.358 -3.474 3.837
C 0.790 0.941 -3.617
C -3.678 -5.838 -3.645
H 2.352 4.014 -3.595
H 4.576 -2.925 -11.844
C -4.808 0.609 2.501
H 5.126 -6.431 4.154
H -7.720 3.651 3.898
H 1.323 -3.366 -2.164
O 0.036 1.634 -2.710
H -1.115 -3.841 -1.558
H 6.272 -3.315 -11.915
N -3.849 -5.166 -2.391
H 6.453 1.827 -3.410
C -0.664 5.432 -1.450
O 0.373 0.892 -0.046
H -8.679 -0.451 -7.626
C 5.399 -3.279 -11.268
H 6.227 0.661 6.778
H 5.066 3.064 6.759
H -4.074 2.616 7.787
C 4.905 -1.735 2.635
C 0.695 -7.004 4.605
O 8.905 -2.626 -4.362
C -4.385 8.146 4.044
H -8.587 0.811 -6.313
C 5.643 -2.396 -10.106
H 2.712 4.959 0.828
H 2.670 3.148 -5.109
C 8.035 -3.096 -5.357
H -0.404 0.148 3.296
C 3.665 -1.529 -3.427
H 1.531 -2.551 5.008
H -4.485 0.420 3.537
H 3.108 0.126 5.353
H -3.981 0.159 6.518
H -2.561 -1.921 -5.367
O 0.890 -0.623 4.547
H -3.203 0.249 8.153
C -5.388 -0.748 -4.595
C 0.689 -5.284 7.763
H 2.820 2.413 2.560
C -5.851 4.225 2.976
C 7.816 -4.032 -2.619
H 2.967 4.080 2.961
H -2.855 -1.051 2.342
O -3.635 0.824 1.697
H -2.053 -5.350 0.736
C 4.131 -5.934 4.151
C -0.335 -4.531 -1.247
H 3.166 -4.487 -11.677
H -1.119 -0.881 4.502
O 1.094 3.714 0.830
C -6.748 -0.200 -4.968
C 2.954 -7.237 -0.313
H 0.942 2.774 0.587
C -2.020 3.673 1.692
H -0.545 -3.685 2.863
H -3.671 -2.165 6.391
C 3.146 -3.066 1.744
H -3.787 -4.341 3.609
H 3.009 1.078 -7.596
H 3.188 -7.431 5.394
H -2.693 -4.113 5.024
C -3.888 8.862 5.297
H 0.728 4.164 -0.867
H 2.544 -0.767 -8.672
H -1.058 3.158 5.900
H -2.273 2.997 -0.764
H 1.779 0.630 -3.143
H -0.676 -5.610 -1.520
H -0.846 -0.176 -4.445
H 4.722 -2.215 -7.157
H 5.804 -1.393 -10.475
H -5.015 1.002 -3.548
H 4.848 -7.181 -1.428
O 4.953 1.455 5.409
H -0.283 -1.629 3.171
H 4.927 -0.752 -8.180
H 2.255 -7.221 -1.182
H 5.795 2.465 -1.972
H -7.503 -0.427 -4.244
C 1.028 -4.457 -2.003
C -1.894 3.512 5.291
H -2.688 -5.548 -5.629
C -2.727 7.458 1.386
H -2.923 3.774 1.050
C -9.344 3.852 1.924
H -4.240 3.062 3.088
H -9.643 4.847 1.607
H -4.630 -6.030 -4.074
C -3.160 2.972 -1.350
H -9.624 3.152 1.076
H 5.995 -2.047 -0.596
H -4.054 7.131 4.070
C -5.749 1.819 2.428
C 0.078 -0.335 -3.936
H -9.141 -0.806 -5.911
H -4.430 8.565 6.233
C 4.304 -6.550 -0.737
C -4.850 -4.786 -0.381
O 4.886 -2.038 -2.975
H -0.521 2.985 3.588
C -6.186 -2.821 -0.477
H -3.415 -1.276 -2.558
H -9.844 3.472 2.809
H 4.693 -1.306 7.464
H 4.198 -0.957 2.903
N 4.435 -2.410 -9.313
H -0.916 -4.826 6.439
H 1.635 -4.854 6.143
H -2.190 -3.300 -6.464
H -3.898 2.603 -0.601
H -6.723 1.511 2.812
H -6.740 -2.986 0.426
H -4.323 -4.295 -2.603
H -0.333 7.020 1.451
O -3.103 -3.760 -4.738
H -1.692 5.068 -3.368
N 3.030 5.291 -5.134
O 2.502 6.492 -7.817
H 6.140 -3.735 -0.517
H 0.687 -0.954 -4.573
C -7.362 4.286 3.119
H 3.994 -2.896 -1.300
H -2.381 3.221 7.918
H -0.919 -3.675 7.840
H 2.883 -1.607 -2.651
H -2.755 -0.088 -3.733
C -3.097 -0.428 1.390
H 3.101 0.982 -5.886
H 5.793 -0.409 5.399
H 2.967 -6.302 1.446
H 0.784 -7.919 5.277
C -0.891 -4.638 2.451
C -2.695 -5.122 -4.595
C 4.788 -3.083 -2.036
H -5.285 -2.232 -0.339
H 3.284 -0.913 0.064
C -1.234 5.837 -2.781
H 3.686 1.949 6.924
H -5.834 2.185 1.400
C 4.426 3.567 -4.014
H 2.266 7.822 -6.174
H -5.370 -1.829 -4.428
H -2.584 6.711 2.171
H 4.389 -5.368 -12.517
C -8.449 -0.239 -6.577
H 3.004 -7.745 3.776
H 3.761 -6.060 -11.006
H 2.871 3.360 -0.034
H 1.124 7.643 -9.019
H -5.363 -0.280 2.217
H -1.471 5.059 -0.817